No. 1
Entry from the OMol25 dataset: one molecule with the formula C3H5NO4 at a distorted geometry (ωB97M-V/def2-TZVPD).

The value obtained for the gap between HOMO and LUMO is 9.799 eV. The SMILES is O=C(O)/C(CO)=N/O. The value obtained for the total energy is -12868.439 eV. As for the total charge: 0. The calculation puts the largest force on an atom at 5.2 eV Å⁻¹. As for the energy above the lowest of the compared OMol25 structures with the same formula, charge and spin: 428.0 kJ/mol.

Structure (XYZ):
```
13
C3H5NO4, DFT ωB97M-V/def2-TZVPD
C -0.487 0.851 0.009
C 0.165 -0.636 -0.115
C 1.654 -0.536 -0.163
H -2.502 1.451 0.026
H -0.268 1.335 1.083
H 0.203 1.482 -0.568
H -2.082 -0.881 0.443
H 3.097 0.579 -0.043
N -0.510 -1.727 -0.215
O -1.887 0.690 -0.279
O -1.816 -1.820 -0.017
O 2.041 0.770 -0.116
O 2.392 -1.559 -0.045
```



No. 2
Entry from the OMol25 dataset: a 2-piece molecular cluster, C4H8O2 overall (ωB97M-V/def2-TZVPD).

The value obtained for the gap between HOMO and LUMO (alpha / beta) is 7.740 / 7.848 eV. The value obtained for the total energy is -8367.403 eV. As for the total charge: 0. The calculation puts the largest force on an atom at 0.5 eV Å⁻¹. As for the energy above the lowest of the compared OMol25 structures with the same formula, charge and spin: 567.2 kJ/mol.

Structure (XYZ):
```
14
C4H8O2, DFT ωB97M-V/def2-TZVPD
C -0.299 1.301 0.835
C -1.011 -0.974 -0.080
C 1.466 0.255 -0.210
C 0.645 -0.012 -1.274
O 1.001 0.905 0.849
O -0.480 -1.653 0.982
H -0.472 -1.060 1.742
H -0.564 1.753 1.784
H -0.661 1.797 -0.057
H -1.961 -0.477 0.067
H -1.016 -1.617 -0.951
H 2.422 -0.211 -0.026
H -0.092 0.690 -1.635
H 1.022 -0.696 -2.025
```



No. 3
Entry from the OMol25 dataset: a 2-piece molecular cluster, C20H26N2O5S overall at a distorted geometry (ωB97M-V/def2-TZVPD).

The value obtained for the gap between HOMO and LUMO is 7.611 eV. The SMILES is COC(=O)[C@H]1CCCN1C1=CCCCC1.Cc1ccc(S(=O)(=O)N=C=O)cc1. The value obtained for the total energy is -45213.088 eV. As for the total charge: 0. The calculation puts the largest force on an atom at 2.8 eV Å⁻¹. As for the energy above the lowest of the compared OMol25 structures with the same formula, charge and spin: 344.7 kJ/mol.

Structure (XYZ):
```
54
C20H26N2O5S, DFT ωB97M-V/def2-TZVPD
C -2.928 -4.835 -0.384
O -1.540 -4.640 -0.705
C -1.027 -3.465 -0.290
O -1.677 -2.619 0.296
C 0.440 -3.378 -0.666
C 0.698 -3.522 -2.178
C 1.789 -2.511 -2.514
C 2.120 -1.769 -1.215
N 1.032 -2.111 -0.296
C 1.228 -1.817 1.059
C 0.280 -1.165 1.802
C 0.273 -1.270 3.284
C 1.681 -1.393 3.861
C 2.416 -2.544 3.189
C 2.529 -2.330 1.682
H -3.141 -5.866 -0.665
H -3.108 -4.684 0.687
H -3.541 -4.142 -0.971
H 0.926 -4.224 -0.134
H 1.009 -4.555 -2.352
H -0.216 -3.331 -2.755
H 2.683 -3.012 -2.894
H 1.445 -1.799 -3.268
H 3.099 -2.120 -0.838
H 2.189 -0.680 -1.341
H -0.587 -0.751 1.290
H -0.265 -0.425 3.715
H -0.294 -2.170 3.573
H 2.231 -0.461 3.689
H 1.634 -1.560 4.941
H 3.419 -2.663 3.609
H 1.876 -3.481 3.367
H 2.840 -3.274 1.204
H 3.334 -1.601 1.471
C -0.365 5.779 -4.075
C -0.788 5.451 -2.673
C 0.124 5.607 -1.624
C -0.200 5.192 -0.336
C -1.431 4.580 -0.115
S -1.752 3.821 1.465
N -1.023 2.081 1.258
C -1.470 1.289 2.082
O -1.985 0.639 2.932
O -0.946 4.471 2.458
O -3.170 3.662 1.606
C -2.412 4.563 -1.106
C -2.076 4.984 -2.391
H -1.183 5.598 -4.777
H -0.055 6.827 -4.157
H 0.491 5.164 -4.381
H 1.107 6.033 -1.827
H 0.502 5.306 0.484
H -3.407 4.196 -0.878
H -2.810 4.924 -3.196
```



No. 4
Entry from the OMol25 dataset: C25H37BCaN6OSi as an isolated structure at a distorted geometry (ωB97M-V/def2-TZVPD).

The value obtained for the gap between HOMO and LUMO is 3.308 eV. The value obtained for the total energy is -64505.416 eV. As for the total charge: -2. The calculation puts the largest force on an atom at 5.0 eV Å⁻¹. As for the energy above the lowest of the compared OMol25 structures with the same formula, charge and spin: 292.0 kJ/mol.

Structure (XYZ):
```
72
C25H37BCaN6OSi, DFT ωB97M-V/def2-TZVPD
Ca 0.213 -0.424 0.785
C 1.900 4.677 -0.897
C 1.381 3.238 -0.981
C -0.117 3.185 -0.885
C 2.053 2.329 0.043
C 1.834 2.477 1.419
C 2.420 1.611 2.331
C 3.231 0.565 1.906
C 3.830 -0.396 2.884
C 3.474 0.437 0.550
C 2.890 1.299 -0.369
H 1.441 5.334 -1.643
H 2.982 4.712 -1.046
H 1.695 5.106 0.085
H 1.651 2.849 -1.976
H -0.461 3.605 0.056
H -0.466 2.166 -0.935
H -0.597 3.745 -1.691
H 1.184 3.266 1.769
H 2.249 1.746 3.388
H 4.797 -0.045 3.255
H 3.990 -1.373 2.423
H 3.176 -0.545 3.745
H 4.130 -0.351 0.211
H 3.075 1.163 -1.421
B 2.110 -3.213 -0.373
N 0.842 -3.619 0.384
C 0.443 -4.902 0.712
C -0.595 -4.783 1.615
C -0.796 -3.406 1.788
N 0.062 -2.757 1.016
N 1.878 -2.146 -1.463
C 2.383 -2.146 -2.745
C 2.157 -0.884 -3.266
C 1.502 -0.165 -2.259
N 1.328 -0.961 -1.221
H 2.645 -4.180 -0.838
H 2.857 -2.726 0.432
H 0.892 -5.814 0.346
H -1.132 -5.594 2.084
H -1.548 -2.939 2.407
H 2.886 -2.971 -3.226
H 2.436 -0.539 -4.250
H 1.145 0.851 -2.329
C -1.527 2.824 3.029
C -1.909 2.394 1.647
C -2.724 3.197 0.851
C -3.055 2.796 -0.433
C -2.608 1.587 -0.958
C -1.829 0.713 -0.197
N -1.435 1.226 1.235
N -1.472 -0.548 -1.047
Si -2.811 -1.729 -1.162
C -3.411 -1.664 -2.959
C -4.235 -1.391 -0.004
C -2.199 -3.448 -0.948
H -2.419 2.930 3.653
H -0.998 3.782 2.996
H -0.868 2.086 3.496
H -3.094 4.144 1.228
H -3.680 3.435 -1.050
H -2.880 1.316 -1.973
H -3.812 -0.674 -3.197
H -4.199 -2.406 -3.128
H -2.585 -1.877 -3.644
H -4.704 -0.425 -0.213
H -3.907 -1.393 1.040
H -5.006 -2.160 -0.113
H -1.387 -3.659 -1.647
H -3.007 -4.167 -1.135
H -1.851 -3.594 0.022
O 0.163 -0.775 2.790
```



No. 5
Entry from the OMol25 dataset: C12H24Cl12F6Mg2N3O12S6 as an isolated structure at a distorted geometry (ωB97M-V/def2-TZVPD).

The value obtained for the gap between HOMO and LUMO is 5.508 eV. The value obtained for the total energy is -284340.089 eV. As for the total charge: +1. The calculation puts the largest force on an atom at 8.2 eV Å⁻¹. As for the energy above the lowest of the compared OMol25 structures with the same formula, charge and spin: 114.2 kJ/mol.

Structure (XYZ):
```
77
C12H24Cl12F6Mg2N3O12S6, DFT ωB97M-V/def2-TZVPD
Mg 3.531 -0.592 1.540
Mg -0.236 2.735 2.073
N 3.716 1.055 2.231
S 4.512 1.556 3.509
O 3.675 1.906 4.622
O 5.763 2.197 3.334
F 4.999 0.079 3.892
S 3.182 2.653 1.846
O 4.098 3.739 1.801
O 1.776 2.870 2.158
F 3.020 2.316 0.286
N -0.087 1.513 0.685
S -0.315 1.361 -0.881
O -1.639 1.094 -1.351
O 0.827 0.911 -1.623
F -0.237 2.963 -1.123
S 0.172 -0.131 0.932
O 1.565 -0.449 0.932
O -0.827 -1.037 0.509
F -0.130 -0.024 2.515
N 3.409 -2.146 2.514
S 3.939 -3.632 2.599
O 2.925 -4.617 2.400
O 5.079 -3.962 3.414
F 4.617 -3.544 1.115
S 2.466 -2.337 3.969
O 3.251 -2.574 5.134
O 1.105 -2.760 3.794
F 2.279 -0.722 4.075
Cl 6.124 1.938 -0.415
C 5.891 0.942 -1.875
C 4.481 0.383 -1.951
Cl 4.145 -0.733 -0.593
H 6.635 0.152 -1.864
H 6.014 1.619 -2.718
H 4.375 -0.251 -2.831
H 3.722 1.154 -2.063
Cl -6.360 4.215 0.404
C -5.722 2.903 -0.681
C -4.375 2.439 -0.184
Cl -3.177 3.781 -0.359
H -5.767 3.226 -1.718
H -6.436 2.079 -0.635
H -4.073 1.549 -0.734
H -4.382 2.176 0.870
Cl -4.478 -1.140 -1.355
C -3.855 -1.078 -3.027
C -4.837 -0.389 -3.962
Cl -4.058 -0.407 -5.570
H -3.572 -2.069 -3.371
H -2.965 -0.451 -3.029
H -4.987 0.643 -3.650
H -5.814 -0.858 -4.043
Cl -2.440 -4.273 3.565
C -2.477 -2.606 2.926
C -3.759 -1.904 3.253
Cl -3.694 -0.249 2.511
H -2.442 -2.762 1.849
H -1.607 -2.098 3.332
H -3.851 -1.667 4.307
H -4.576 -2.423 2.761
Cl -1.559 -3.980 -1.241
C -0.559 -4.476 0.136
C 0.878 -4.782 -0.256
Cl 1.779 -3.297 -0.682
H -0.932 -5.409 0.557
H -0.563 -3.677 0.871
H 1.024 -5.569 -0.990
H 1.328 -5.174 0.659
Cl 0.171 5.292 -5.313
C -0.925 4.635 -4.046
C -1.712 3.446 -4.540
Cl -0.599 2.195 -5.198
H -1.547 5.454 -3.690
H -0.240 4.361 -3.247
H -2.374 3.653 -5.376
H -2.286 3.066 -3.694
```



Repeat the fifth record exactly.
Entry from the OMol25 dataset: C12H24Cl12F6Mg2N3O12S6 as an isolated structure at a distorted geometry (ωB97M-V/def2-TZVPD).

The value obtained for the gap between HOMO and LUMO is 5.508 eV. The value obtained for the total energy is -284340.089 eV. As for the total charge: +1. The calculation puts the largest force on an atom at 8.2 eV Å⁻¹. As for the energy above the lowest of the compared OMol25 structures with the same formula, charge and spin: 114.2 kJ/mol.

Structure (XYZ):
```
77
C12H24Cl12F6Mg2N3O12S6, DFT ωB97M-V/def2-TZVPD
Mg 3.531 -0.592 1.540
Mg -0.236 2.735 2.073
N 3.716 1.055 2.231
S 4.512 1.556 3.509
O 3.675 1.906 4.622
O 5.763 2.197 3.334
F 4.999 0.079 3.892
S 3.182 2.653 1.846
O 4.098 3.739 1.801
O 1.776 2.870 2.158
F 3.020 2.316 0.286
N -0.087 1.513 0.685
S -0.315 1.361 -0.881
O -1.639 1.094 -1.351
O 0.827 0.911 -1.623
F -0.237 2.963 -1.123
S 0.172 -0.131 0.932
O 1.565 -0.449 0.932
O -0.827 -1.037 0.509
F -0.130 -0.024 2.515
N 3.409 -2.146 2.514
S 3.939 -3.632 2.599
O 2.925 -4.617 2.400
O 5.079 -3.962 3.414
F 4.617 -3.544 1.115
S 2.466 -2.337 3.969
O 3.251 -2.574 5.134
O 1.105 -2.760 3.794
F 2.279 -0.722 4.075
Cl 6.124 1.938 -0.415
C 5.891 0.942 -1.875
C 4.481 0.383 -1.951
Cl 4.145 -0.733 -0.593
H 6.635 0.152 -1.864
H 6.014 1.619 -2.718
H 4.375 -0.251 -2.831
H 3.722 1.154 -2.063
Cl -6.360 4.215 0.404
C -5.722 2.903 -0.681
C -4.375 2.439 -0.184
Cl -3.177 3.781 -0.359
H -5.767 3.226 -1.718
H -6.436 2.079 -0.635
H -4.073 1.549 -0.734
H -4.382 2.176 0.870
Cl -4.478 -1.140 -1.355
C -3.855 -1.078 -3.027
C -4.837 -0.389 -3.962
Cl -4.058 -0.407 -5.570
H -3.572 -2.069 -3.371
H -2.965 -0.451 -3.029
H -4.987 0.643 -3.650
H -5.814 -0.858 -4.043
Cl -2.440 -4.273 3.565
C -2.477 -2.606 2.926
C -3.759 -1.904 3.253
Cl -3.694 -0.249 2.511
H -2.442 -2.762 1.849
H -1.607 -2.098 3.332
H -3.851 -1.667 4.307
H -4.576 -2.423 2.761
Cl -1.559 -3.980 -1.241
C -0.559 -4.476 0.136
C 0.878 -4.782 -0.256
Cl 1.779 -3.297 -0.682
H -0.932 -5.409 0.557
H -0.563 -3.677 0.871
H 1.024 -5.569 -0.990
H 1.328 -5.174 0.659
Cl 0.171 5.292 -5.313
C -0.925 4.635 -4.046
C -1.712 3.446 -4.540
Cl -0.599 2.195 -5.198
H -1.547 5.454 -3.690
H -0.240 4.361 -3.247
H -2.374 3.653 -5.376
H -2.286 3.066 -3.694
```



Q: Which of these has the highest total charge?
A: C12H24Cl12F6Mg2N3O12S6



Q: Number 1 is which compound?
A: C3H5NO4